Record 1
Formula: C17H29N4O10P
Source: the OMol25 dataset
Level of theory: the ωB97M-V functional and the def2-TZVPD basis

Atoms and positions in Å:
1 O -4.342 -0.566 -0.389
2 O 3.494 1.418 -5.155
3 O 4.477 -1.927 -2.614
4 O 0.206 1.533 5.070
5 O -0.254 -1.886 -1.194
6 O -3.125 2.276 2.243
7 O -5.200 1.831 4.279
8 O -1.080 2.603 6.806
9 O 0.988 3.762 5.765
10 O -1.140 3.594 4.332
11 C -3.155 -0.358 -0.207
12 C 3.079 0.635 -4.308
13 C 3.257 -1.988 -2.485
14 C -1.306 0.576 1.008
15 C -0.432 0.062 0.079
16 N 2.666 -2.348 -1.339
17 N -2.301 -1.001 -1.061
18 N -2.691 0.418 0.839
19 N 2.835 -0.662 -4.580
20 C 2.801 1.173 -2.912
21 C 3.367 -2.746 -0.117
22 C -0.913 -0.644 -1.146
23 C -2.551 3.323 4.380
24 C 3.107 -1.258 -5.880
25 C -3.669 1.062 1.717
26 C -4.048 0.200 2.929
27 C 3.124 -2.766 -5.646
28 C -2.815 2.028 3.616
29 C -3.951 1.147 4.112
30 C 2.099 -2.928 -4.525
31 C 2.316 -1.679 -3.660
32 P -0.264 2.863 5.485
33 H -0.619 -2.428 -0.472
34 H -5.172 2.461 5.019
35 H -0.433 2.071 7.284
36 H 1.428 3.724 4.908
37 H -0.900 1.124 1.855
38 H 0.636 0.200 0.216
39 H 1.653 -2.339 -1.320
40 H -2.755 -1.363 -1.891
41 H 1.774 0.957 -2.629
42 H 3.497 0.725 -2.206
43 H 2.954 2.251 -2.919
44 H 3.027 -3.734 0.195
45 H 4.446 -2.785 -0.286
46 H 3.162 -2.028 0.678
47 H -0.709 -0.038 -2.038
48 H -2.929 3.249 5.404
49 H -3.099 4.143 3.902
50 H 2.306 -0.998 -6.573
51 H 4.067 -0.926 -6.279
52 H -4.579 1.307 1.152
53 H -3.342 -0.628 3.047
54 H -5.054 -0.218 2.822
55 H 4.110 -3.074 -5.293
56 H 2.842 -3.322 -6.540
57 H -1.913 1.415 3.673
58 H -3.680 0.620 5.033
59 H 2.253 -3.854 -3.969
60 H 1.094 -2.905 -4.950
61 H 1.354 -1.356 -3.264

Force components x, y, z for each atom (eV/Å):
-0.7 0.5 0.6
0.0 -0.5 -0.1
-0.5 0.0 -0.1
0.1 -0.2 -0.8
1.1 -1.0 -0.8
0.0 -0.4 -0.1
0.3 0.1 0.0
-0.4 1.8 0.5
-0.5 1.2 0.2
0.3 0.4 2.3
-1.6 -0.6 -0.4
0.2 1.3 -0.1
1.4 0.2 -0.4
1.4 -1.0 -1.8
-1.8 1.5 1.7
-0.6 -0.3 0.4
0.7 1.5 0.7
0.9 0.0 -0.4
-0.1 -1.3 0.3
0.1 -0.4 -0.2
0.0 0.1 -0.4
-0.1 -0.4 0.8
-0.9 -0.4 -0.9
0.4 0.0 -0.5
-0.4 0.4 0.3
-0.5 -0.3 0.0
-0.2 0.3 0.3
-0.2 0.1 0.3
-0.2 0.1 0.3
0.3 0.0 -0.2
-0.3 0.4 0.6
0.1 -2.5 -2.2
0.1 0.4 -0.3
0.2 -0.4 -0.3
-0.3 -0.4 0.6
0.8 0.3 0.0
-0.5 -0.1 -0.1
-0.2 -0.1 -0.1
0.1 0.1 0.1
0.0 0.1 0.3
-0.1 -0.1 0.3
-0.1 -0.1 0.2
0.0 -0.2 -0.1
0.0 0.0 0.0
-0.3 0.1 -0.2
0.0 0.0 0.0
0.3 -0.6 -0.2
0.3 0.0 0.0
0.4 0.0 0.0
0.1 0.2 -0.2
-0.2 0.3 0.0
0.6 -0.1 -0.2
-0.1 0.1 0.0
0.2 0.1 0.0
0.0 0.0 -0.1
0.2 0.0 0.0
0.2 0.0 0.2
0.0 0.1 0.0
-0.2 0.1 0.1
0.0 -0.1 0.1
-0.1 0.1 0.2

SMILES string ... O=C1N[C@H](O)C=CN1[C@H]1C[C@H](O)[C@H](COP(=O)(O)O)O1.CNC(=O)[C@@H]1CCCN1C(C)=O
HOMO ... -8.9 eV
ΔE to the lowest compared entry with this formula, charge and spin ... 19.69 kcal per mole
Kohn-Sham gap ... 8.99 eV

List of Löwdin charges in e, atom by atom: 0.0680 0.0395 0.0549 -0.2612 -0.0494 -0.0211 -0.0019 -0.0736 -0.0631 -0.1478 -0.4838 -0.4907 -0.4753 -0.0013 -0.0027 0.0319 0.1454 0.0492 -0.0053 0.0207 -0.0470 -0.3901 -0.1280 -0.1324 -0.2427 -0.0344 -0.1515 -0.2748 -0.2980 -0.1153 -0.1962 0.3069 0.1225 0.0999 0.0990 0.0948 0.1239 0.1085 0.0888 0.1630 0.0648 0.0823 0.0859 0.0796 0.0849 0.0781 0.1523 0.1195 0.1465 0.1264 0.1280 0.1666 0.1370 0.1363 0.1156 0.1124 0.1282 0.1598 0.1221 0.1183 0.1258

Record 2
Formula: C17H29N5O7
Source: the OMol25 dataset
Level of theory: the ωB97M-V functional and the def2-TZVPD basis

Atoms and positions in Å:
1 C -3.565 4.998 -5.149
2 O -3.070 4.456 -3.933
3 C -4.122 4.027 -3.077
4 C -3.566 3.126 -2.005
5 O -2.588 3.866 -1.284
6 C -2.110 3.356 -0.077
7 C -1.841 1.856 0.046
8 O -2.076 1.024 -0.809
9 N -1.308 1.537 1.257
10 C -0.945 0.190 1.634
11 C 0.572 -0.040 1.601
12 O 1.261 1.030 2.227
13 C 1.079 1.128 3.625
14 C 0.924 -1.422 2.161
15 C 0.657 -2.368 0.997
16 N 0.872 -1.529 -0.179
17 C 0.838 -2.097 -1.410
18 O 0.629 -3.294 -1.537
19 C 1.027 -1.206 -2.617
20 C -0.335 -0.829 -3.201
21 C -0.187 -0.145 -4.553
22 N -1.461 0.341 -5.051
23 C -2.001 1.585 -4.875
24 O -1.258 2.551 -4.349
25 N -3.233 1.642 -5.274
26 N -3.558 0.357 -5.739
27 C -2.502 -0.362 -5.581
28 O -2.339 -1.659 -5.882
29 C 1.074 -0.125 0.156
30 H -2.706 5.337 -5.725
31 H -4.105 4.233 -5.711
32 H -4.219 5.851 -4.946
33 H -4.602 4.910 -2.640
34 H -4.856 3.457 -3.654
35 H -4.390 2.820 -1.346
36 H -3.136 2.231 -2.443
37 H -1.177 3.883 0.133
38 H -2.810 3.599 0.739
39 H -0.999 2.288 1.852
40 H -1.338 -0.026 2.630
41 H -1.429 -0.489 0.932
42 H 1.675 1.974 3.960
43 H 0.033 1.306 3.899
44 H 1.423 0.229 4.145
45 H 1.986 -1.421 2.419
46 H 0.353 -1.688 3.051
47 H 1.323 -3.230 0.980
48 H -0.365 -2.757 1.000
49 H 1.603 -0.309 -2.383
50 H 1.593 -1.794 -3.341
51 H -0.935 -1.735 -3.319
52 H -0.872 -0.166 -2.518
53 H 0.472 0.720 -4.483
54 H 0.231 -0.831 -5.291
55 H -1.860 3.321 -4.173
56 H -3.181 -1.969 -6.242
57 H 0.511 0.534 -0.506
58 H 2.129 0.161 0.133

Force components x, y, z for each atom (eV/Å):
0.0 0.0 0.0
0.0 0.0 0.0
0.0 0.0 0.0
-0.2 0.1 0.1
0.4 -0.2 -0.2
-0.4 0.0 0.2
0.2 0.0 -0.1
0.0 0.0 0.0
0.0 0.0 0.0
0.0 0.0 0.0
0.0 0.0 0.0
0.0 0.0 0.0
0.0 0.0 0.0
0.0 0.0 0.0
0.0 0.0 0.0
0.0 0.0 0.0
0.0 0.0 0.0
0.0 0.0 0.0
0.0 0.0 0.0
0.0 0.0 0.0
0.0 0.0 0.0
0.0 0.0 0.0
0.0 0.0 0.0
0.0 0.0 0.0
0.0 0.0 0.0
0.0 0.0 0.0
0.0 0.0 0.0
0.0 0.0 0.0
0.0 0.0 0.0
0.0 0.0 0.0
0.0 0.0 0.0
0.0 0.0 0.0
0.0 0.0 0.0
0.0 0.0 0.0
0.0 0.0 0.0
0.0 0.0 0.0
0.0 0.0 0.0
0.0 0.0 0.0
0.0 0.0 0.0
0.0 0.0 0.0
0.0 0.0 0.0
0.0 0.0 0.0
0.0 0.0 0.0
0.0 0.0 0.0
0.0 0.0 0.0
0.0 0.0 0.0
0.0 0.0 0.0
0.0 0.0 0.0
0.0 0.0 0.0
0.0 0.0 0.0
0.0 0.0 0.0
0.0 0.0 0.0
0.0 0.0 0.0
0.0 0.0 0.0
0.0 0.0 0.0
0.0 0.0 0.0
0.0 0.0 0.0
0.0 0.0 0.0

SMILES string ... COCCOCC(=O)NC[C@@]1(OC)CCN(C(=O)CCCn2c(O)nnc2O)C1
HOMO ... -8.2 eV
ΔE to the lowest compared entry with this formula, charge and spin ... 14.33 kcal per mole
Kohn-Sham gap ... 8.62 eV

List of Löwdin charges in e, atom by atom: -0.0856 -0.2283 -0.1874 -0.1797 -0.0997 -0.1266 -0.4349 0.0668 0.0842 -0.0950 -0.4557 -0.1264 -0.0855 -0.0859 -0.1164 -0.0204 -0.4619 0.0604 -0.0988 -0.1465 -0.1119 0.0707 -0.4450 0.1031 0.0909 0.0767 -0.4547 0.1076 -0.0466 0.0945 0.0827 0.0905 0.1326 0.1276 0.1407 0.1006 0.1384 0.1372 0.1387 0.1284 0.1376 0.0953 0.0866 0.0887 0.1334 0.1222 0.1265 0.1294 0.1128 0.1281 0.1278 0.1024 0.1306 0.1343 0.0795 0.1214 0.1223 0.1416